1.
{
  "formula": "C29H31N4O2RhS4Si2",
  "method": "wB97M-V/def2-TZVPD",
  "elements": ["Rh", "C", "Si", "C", "C", "C", "C", "C", "C", "C", "Si", "C", "C", "H", "H", "H", "H", "H", "H", "H", "H", "H", "H", "H", "H", "H", "H", "H", "H", "S", "C", "C", "C", "C", "C", "C", "H", "H", "H", "H", "H", "C", "N", "C", "C", "C", "O", "N", "C", "O", "H", "H", "H", "H", "H", "S", "C", "S", "C", "N", "N", "C", "C", "C", "C", "C", "C", "S", "H", "H", "H", "H", "H"],
  "positions_angstrom": [[0.25298, 0.53856, -0.05609], [-1.80003, -2.33893, 0.86834], [-0.32873, -1.29718, 1.41842], [-0.80204, -0.46647, 3.03324], [1.06224, -2.52076, 1.74189], [0.93009, -3.70426, 2.47444], [2.00939, -4.55180, 2.64874], [3.24129, -4.22625, 2.08778], [3.37824, -3.05601, 1.36190], [2.29149, -2.19331, 1.18224], [2.39494, -0.57022, 0.21596], [3.26363, -0.99188, -1.39488], [3.52479, 0.56634, 1.21371], [-2.10314, -2.94701, 1.72778], [-1.53403, -3.00086, 0.04663], [-2.64732, -1.72233, 0.57012], [-1.12777, -1.25781, 3.71676], [-1.61862, 0.24603, 2.92000], [0.02995, 0.05853, 3.49780], [-0.02525, -3.96970, 2.91583], [1.89844, -5.46734, 3.21941], [4.09015, -4.88872, 2.21867], [4.34277, -2.81295, 0.92706], [4.25193, -1.39905, -1.15438], [3.39069, -0.10726, -2.01809], [2.69973, -1.73671, -1.95788], [4.30245, -0.06219, 1.66026], [2.99858, 1.09248, 2.00747], [4.00856, 1.30627, 0.57563], [0.89186, 1.25919, -2.26393], [2.04767, 2.58721, -2.34837], [2.30671, 3.12154, -3.61892], [3.20901, 4.15541, -3.79467], [3.89064, 4.68835, -2.70746], [3.64194, 4.16688, -1.44602], [2.73420, 3.13418, -1.26592], [1.78368, 2.70952, -4.47374], [3.38148, 4.54684, -4.79177], [4.59820, 5.49755, -2.84087], [4.14980, 4.57146, -0.57822], [2.53205, 2.77085, -0.27060], [-0.95874, -3.34421, -4.92246], [-1.24359, -2.42439, -3.84338], [-2.37973, -1.67297, -3.83426], [-2.64049, -0.79431, -2.85161], [-1.63128, -0.64822, -1.82276], [-1.77086, 0.22029, -0.91038], [-0.53667, -1.41205, -1.82750], [-0.28709, -2.31391, -2.80284], [0.69635, -3.04228, -2.85074], [-1.88212, -3.55064, -5.46419], [-0.55113, -4.26616, -4.51352], [-0.21953, -2.92881, -5.61149], [-3.04975, -1.82868, -4.67158], [-3.52719, -0.18175, -2.84089], [-1.07260, 2.35965, 6.61345], [-0.30260, 2.69314, 5.13356], [-1.15716, 3.17124, 3.67584], [0.16806, 2.59559, 2.70926], [1.21444, 2.23880, 3.36177], [1.02679, 2.39495, 4.72618], [2.14414, 2.29189, 5.52972], [2.17282, 2.89279, 6.80371], [3.30546, 2.79813, 7.58819], [4.44042, 2.12057, 7.15141], [4.41217, 1.53550, 5.88951], [3.29125, 1.61090, 5.08544], [0.06055, 2.64719, 0.95174], [1.28992, 3.40130, 7.15912], [3.29764, 3.26900, 8.56587], [5.32288, 2.05003, 7.77558], [5.27998, 1.00107, 5.51851], [3.29127, 1.15142, 4.11004]],
  "forces_ev_per_a": [[-0.27, 0.33, -0.03], [-0.03, 0.08, 0.07], [0.25, -0.17, 0.04], [-0.03, -0.07, -0.03], [-0.18, -0.07, 0.09], [-0.05, 0.01, 0.02], [0.05, -0.05, 0.01], [0.02, -0.03, 0.01], [0.00, 0.04, 0.00], [0.27, 0.03, -0.08], [-0.08, -0.11, 0.03], [0.00, 0.04, 0.04], [0.02, -0.03, -0.11], [-0.01, -0.01, 0.00], [0.03, -0.02, -0.01], [-0.02, 0.02, 0.01], [-0.04, 0.00, 0.04], [-0.06, 0.02, -0.01], [0.05, -0.06, 0.00], [-0.03, 0.01, 0.00], [0.00, 0.00, 0.00], [-0.01, 0.00, 0.01], [0.01, 0.01, -0.01], [0.02, -0.04, 0.00], [0.03, 0.02, 0.00], [-0.05, -0.01, 0.00], [0.03, 0.01, 0.02], [-0.09, 0.01, 0.03], [0.02, 0.01, -0.04], [0.13, 0.22, 0.08], [-0.02, -0.19, -0.16], [0.00, -0.02, -0.03], [0.00, 0.02, -0.04], [0.02, 0.01, 0.04], [0.03, 0.05, -0.01], [-0.02, 0.00, 0.10], [-0.01, -0.02, 0.00], [0.00, 0.00, 0.01], [0.00, 0.00, 0.00], [0.01, 0.00, 0.00], [-0.02, -0.05, 0.04], [0.00, -0.02, -0.03], [-0.09, 0.01, 0.01], [0.01, 0.03, 0.04], [0.08, -0.10, -0.06], [-0.03, 0.09, 0.12], [0.08, -0.11, -0.07], [-0.01, -0.06, -0.11], [-0.02, 0.08, 0.08], [0.01, -0.03, -0.07], [0.02, 0.00, -0.01], [-0.02, 0.00, -0.01], [0.01, -0.01, 0.01], [0.00, -0.01, 0.01], [-0.01, 0.00, 0.01], [0.01, -0.08, -0.03], [0.05, 0.17, 0.09], [-0.18, 0.07, 0.11], [0.22, -0.06, -0.34], [-0.04, -0.02, -0.01], [-0.06, -0.09, -0.07], [-0.02, 0.09, 0.07], [-0.05, -0.05, -0.11], [0.01, 0.01, 0.03], [0.01, 0.00, 0.01], [0.05, -0.02, -0.01], [-0.01, 0.03, 0.01], [0.00, 0.09, 0.20], [-0.02, 0.00, 0.02], [0.02, -0.01, 0.00], [0.00, 0.00, 0.01], [0.01, 0.00, 0.01], [-0.02, -0.02, -0.02]],
  "s2": 6.026,
  "gap_ev": [3.30, 4.93],
  "charge": -2,
  "spin_multiplicity": 5,
  "lumo_ev": [4.03, 3.24]
}



2.
{
  "formula": "C29H31N4O3Tl",
  "method": "wB97M-V/def2-TZVPD",
  "elements": ["Tl", "C", "O", "C", "C", "C", "C", "C", "C", "N", "N", "C", "O", "C", "C", "C", "C", "C", "C", "C", "O", "H", "H", "H", "H", "H", "H", "H", "H", "H", "H", "H", "H", "N", "C", "C", "C", "C", "N", "H", "H", "H", "H", "H", "H", "H", "H", "H", "H", "H", "H", "C", "C", "C", "C", "C", "C", "C", "C", "C", "C", "H", "H", "H", "H", "H", "H", "H"],
  "positions_angstrom": [[-0.63259, -0.23624, -2.03874], [2.50651, 3.58671, -3.18999], [1.33440, 4.37790, -3.07079], [0.75071, 4.33211, -1.81586], [0.56771, 5.52785, -1.15922], [-0.03520, 5.56300, 0.09905], [-0.43451, 4.36875, 0.66743], [-0.28681, 3.14006, 0.01526], [-0.81548, 1.97626, 0.72910], [-1.15460, 0.86621, 0.19978], [-1.72966, -0.08560, 1.02485], [-1.10688, -0.30196, 2.31603], [0.15031, -0.20136, 2.40526], [-1.97209, -0.64549, 3.38625], [-1.41488, -1.02699, 4.64269], [-2.22325, -1.36776, 5.70659], [-3.61807, -1.35880, 5.59324], [-4.18067, -0.99938, 4.35648], [-3.39526, -0.65519, 3.28181], [0.31529, 3.08172, -1.27949], [0.51158, 1.99065, -1.93223], [3.01233, 3.91250, -4.10025], [2.26195, 2.52639, -3.23775], [3.17122, 3.75925, -2.33503], [0.91112, 6.43321, -1.64801], [-0.17769, 6.50298, 0.61758], [-0.89512, 4.36752, 1.65068], [-0.98846, 2.11713, 1.79816], [-0.33650, -1.03380, 4.73688], [-1.76369, -1.64989, 6.65009], [-4.24713, -1.63168, 6.43252], [-5.26010, -0.99324, 4.24020], [-3.85541, -0.38412, 2.33961], [1.61366, -0.16449, -0.28796], [3.01688, -0.53054, -0.10325], [3.19164, -1.94939, 0.42416], [2.68955, -3.02995, -0.53994], [1.19421, -3.34187, -0.41007], [0.56064, -3.59401, -1.71177], [1.54710, 0.78936, -0.63540], [1.16032, -0.17275, 0.63352], [3.52274, 0.16485, 0.58379], [3.53719, -0.45830, -1.06584], [2.68382, -2.03171, 1.39155], [4.25973, -2.10451, 0.61277], [3.27417, -3.94448, -0.38364], [2.87322, -2.71277, -1.57092], [0.69206, -2.49303, 0.04546], [1.05446, -4.18103, 0.28687], [-0.44610, -3.48692, -1.60074], [0.71081, -4.55790, -1.98878], [-5.13065, -0.65045, -2.78559], [-4.70539, 0.44050, -2.05223], [-3.77648, 0.27769, -1.01250], [-3.25267, -0.99458, -0.69377], [-2.25272, -1.21514, 0.31280], [-1.93005, -2.52032, 0.72459], [-2.45447, -3.60784, 0.05760], [-3.28801, -3.42825, -1.05516], [-3.73064, -2.14017, -1.43032], [-4.65626, -1.92856, -2.47877], [-5.83461, -0.51894, -3.60155], [-5.07825, 1.43224, -2.28492], [-3.44991, 1.13492, -0.44295], [-1.28167, -2.65348, 1.58090], [-2.19696, -4.61042, 0.38445], [-3.68238, -4.28758, -1.58878], [-5.00948, -2.78916, -3.03848]],
  "forces_ev_per_a": [[0.07, -0.03, -0.22], [0.04, 0.02, -0.01], [0.06, -0.01, 0.01], [-0.06, 0.07, -0.02], [0.01, -0.03, 0.00], [0.00, 0.00, 0.01], [0.02, 0.03, 0.04], [-0.02, 0.02, -0.01], [0.01, 0.06, 0.00], [-0.05, -0.01, -0.09], [-0.10, -0.17, 0.12], [0.01, 0.01, -0.04], [0.02, -0.02, 0.00], [-0.02, 0.06, -0.03], [-0.03, -0.01, 0.06], [0.04, 0.01, -0.05], [-0.03, 0.00, 0.00], [0.02, 0.00, 0.01], [0.02, -0.02, 0.02], [0.04, -0.13, 0.10], [-0.09, 0.10, -0.06], [-0.01, -0.01, -0.03], [0.02, 0.02, -0.01], [0.01, 0.00, -0.01], [0.00, 0.01, 0.00], [0.00, -0.01, 0.01], [0.00, 0.00, 0.00], [-0.02, 0.02, -0.01], [0.00, 0.00, -0.01], [0.00, 0.00, 0.00], [0.00, 0.00, 0.00], [0.00, 0.00, 0.00], [0.00, 0.00, 0.00], [0.30, -0.12, 0.29], [-0.04, 0.08, -0.05], [0.00, -0.04, -0.04], [-0.02, -0.05, 0.00], [0.03, -0.03, 0.02], [-0.03, -0.03, 0.18], [-0.05, -0.02, -0.05], [-0.14, 0.04, -0.05], [0.06, -0.04, 0.01], [-0.04, 0.04, -0.02], [-0.02, -0.05, -0.01], [0.00, 0.03, 0.04], [-0.02, -0.02, -0.06], [0.00, 0.06, 0.01], [-0.04, 0.07, -0.09], [0.00, 0.03, 0.04], [0.01, -0.03, -0.04], [0.00, 0.01, -0.04], [0.01, -0.05, 0.00], [-0.04, 0.06, 0.00], [0.07, -0.07, -0.04], [-0.05, -0.05, 0.14], [0.00, 0.20, -0.01], [-0.08, -0.02, -0.02], [0.10, -0.02, 0.00], [-0.05, 0.03, -0.07], [0.07, -0.05, 0.10], [-0.02, 0.05, -0.03], [0.00, 0.01, 0.00], [0.01, 0.00, 0.01], [-0.03, 0.03, -0.01], [0.04, -0.02, -0.02], [0.01, 0.01, 0.00], [-0.01, 0.00, 0.00], [0.01, -0.01, 0.01]],
  "gap_ev": [3.82, 3.24],
  "charge": -2,
  "lumo_ev": [4.48, 4.50]
}



3.
{
  "formula": "C29H31N4O9S2Y",
  "method": "wB97M-V/def2-TZVPD",
  "elements": ["Y", "O", "C", "C", "C", "C", "C", "C", "C", "O", "N", "N", "C", "C", "C", "C", "C", "C", "C", "O", "H", "H", "H", "H", "H", "H", "H", "H", "H", "H", "O", "S", "O", "O", "C", "C", "C", "C", "C", "C", "S", "O", "O", "O", "H", "H", "H", "H", "C", "C", "C", "C", "N", "N", "C", "H", "H", "H", "H", "H", "H", "H", "H", "C", "C", "C", "C", "H", "H", "H", "H", "H", "H", "H", "H", "H"],
  "positions_angstrom": [[-0.14876, 0.16654, 0.55346], [-2.97953, 3.63666, 2.53243], [-3.13039, 4.43827, 1.47078], [-4.12761, 5.41860, 1.51692], [-4.31646, 6.27943, 0.45029], [-3.51509, 6.17994, -0.68612], [-2.52612, 5.20932, -0.72970], [-2.31434, 4.33145, 0.32908], [-1.25069, 3.27746, 0.25798], [-1.17828, 2.45371, 1.25379], [-0.47141, 3.29924, -0.78050], [0.47675, 2.28838, -0.65101], [1.44499, 2.37980, -1.47676], [2.66548, 1.59079, -1.40872], [3.60039, 1.72299, -2.43823], [4.83669, 1.10779, -2.39556], [5.15326, 0.34835, -1.26185], [4.25711, 0.21440, -0.22045], [2.97140, 0.81073, -0.25857], [2.14797, 0.66641, 0.72926], [-2.22289, 3.03073, 2.28878], [-4.74307, 5.47650, 2.40744], [-5.09688, 7.03217, 0.50273], [-3.66530, 6.84715, -1.52659], [-1.88846, 5.09650, -1.59848], [1.39118, 3.16507, -2.23233], [3.32914, 2.33181, -3.29747], [5.53729, 1.20715, -3.21524], [6.11565, -0.14925, -1.20098], [4.49635, -0.38767, 0.64985], [1.86377, -1.85992, -3.35742], [0.81059, -2.00642, -2.38343], [0.79017, -3.28869, -1.68543], [0.70560, -0.86187, -1.47493], [-0.70493, -1.98030, -3.35939], [-0.55550, -2.49946, -4.64391], [-1.62408, -2.53212, -5.52131], [-2.85898, -2.03143, -5.13243], [-3.02613, -1.51899, -3.85817], [-1.96200, -1.49314, -2.96083], [-2.34385, -0.88337, -1.32267], [-3.77814, -0.93867, -1.22357], [-1.62104, -1.76721, -0.40567], [-1.78546, 0.48071, -1.24553], [0.42376, -2.85097, -4.93929], [-1.49139, -2.94220, -6.51647], [-3.69558, -2.04583, -5.82121], [-3.98441, -1.14494, -3.52126], [3.55642, -4.41152, 0.22694], [2.97261, -3.34352, 1.09685], [3.44661, -2.67480, 2.20926], [2.46004, -1.71321, 2.51035], [1.43994, -1.81804, 1.67566], [1.77706, -2.80840, 0.82732], [2.48426, -0.64552, 3.55158], [3.77491, -5.31376, 0.80061], [4.48421, -4.06389, -0.23196], [2.86488, -4.66504, -0.57903], [4.39448, -2.82494, 2.70462], [1.20193, -3.01438, 0.01085], [2.61914, -1.06722, 4.55039], [1.55416, -0.08082, 3.53469], [3.29527, 0.05713, 3.34823], [-1.25573, -1.10611, 4.59709], [-2.01832, -1.37099, 3.30152], [-1.66816, -2.75934, 2.76423], [-1.79407, -0.23167, 2.28095], [-1.35686, -1.93682, 5.30896], [-1.61022, -0.19030, 5.08222], [-0.18923, -0.97722, 4.38222], [-3.08623, -1.41107, 3.57007], [-0.58733, -2.86217, 2.64100], [-2.12914, -2.92651, 1.78723], [-2.01199, -3.54548, 3.44976], [-1.97938, 0.70363, 2.82827], [-2.65006, -0.30361, 1.57884]],
  "forces_ev_per_a": [[0.62, 0.68, -0.38], [-0.16, 0.27, 0.17], [0.01, 0.08, -0.05], [0.00, 0.03, -0.04], [0.04, -0.03, -0.03], [-0.02, -0.02, 0.09], [-0.03, 0.01, -0.06], [0.01, -0.07, -0.01], [-0.27, 0.20, 0.37], [0.26, -0.45, -0.41], [0.11, -0.18, 0.01], [-0.15, -0.09, -0.33], [0.31, -0.04, 0.04], [-0.12, 0.13, -0.13], [-0.04, 0.01, -0.03], [-0.01, -0.08, 0.17], [-0.11, 0.06, -0.03], [0.10, -0.04, -0.09], [-0.08, 0.06, 0.22], [-0.39, -0.16, -0.10], [0.06, -0.34, -0.15], [0.02, 0.00, -0.03], [0.02, -0.02, 0.00], [0.00, -0.01, 0.02], [-0.03, 0.01, 0.05], [0.06, 0.08, -0.03], [0.01, -0.02, 0.03], [0.00, -0.01, 0.00], [0.02, -0.01, 0.01], [0.00, 0.02, -0.02], [0.09, -0.15, -0.01], [-0.38, 0.38, 0.04], [0.06, -0.10, -0.12], [0.30, -0.02, 0.21], [-0.23, 0.09, -0.11], [-0.09, 0.12, 0.14], [-0.12, -0.01, -0.10], [0.03, -0.05, -0.11], [0.12, -0.01, 0.07], [0.32, -0.22, -0.18], [0.07, -0.01, 0.07], [-0.14, -0.02, -0.09], [0.03, 0.17, 0.18], [0.01, -0.21, 0.31], [-0.03, 0.00, -0.01], [0.00, 0.02, 0.02], [0.00, 0.00, 0.00], [0.06, -0.03, -0.02], [-0.04, 0.05, 0.00], [0.01, 0.00, -0.01], [0.11, 0.08, 0.05], [-0.02, -0.03, 0.24], [-0.05, -0.03, -0.49], [-0.19, 0.03, 0.19], [0.08, 0.00, 0.00], [0.01, -0.01, 0.00], [-0.01, -0.01, 0.03], [0.02, 0.05, 0.07], [-0.06, 0.02, -0.01], [-0.09, -0.04, -0.13], [0.01, 0.02, 0.01], [0.01, -0.01, -0.01], [-0.02, -0.03, 0.01], [0.09, -0.02, 0.03], [-0.03, 0.07, -0.09], [-0.03, 0.00, -0.08], [-0.24, -0.43, 0.64], [-0.01, 0.06, -0.03], [0.03, -0.04, -0.04], [-0.09, -0.05, 0.03], [-0.04, 0.01, 0.07], [-0.04, 0.01, -0.02], [0.03, 0.02, 0.06], [0.03, 0.02, 0.00], [0.03, 0.05, -0.04], [0.19, 0.18, -0.04]],
  "gap_ev": 6.46,
  "charge": -2,
  "lumo_ev": 4.46
}



In the order shown, the computed ΔE to the lowest compared entry with this formula, charge and spin values come out to 70.3, 40.2, 22.7 kJ/mol.
In the order shown, the computed max |F| values come out to 0.4, 0.4, 1.0 eV Å⁻¹.
In the order shown, the computed electronic energy values come out to -3775.5654, -1740.8656, -2854.8650 hartree.